No. 1
C2H3LiO2Sm | ωB97M-V/def2-TZVPD

Positions of all 9 atoms, in Å:
O (-0.4826, -0.4268, -2.3998)
C (-0.4675, -0.2298, -1.2783)
C (-0.1816, -0.7253, 0.1162)
O (0.5303, 0.1910, 0.8561)
Sm (-0.0306, 2.4435, 1.4143)
H (0.3260, -1.6974, -0.0284)
H (-1.1921, -0.8757, 0.5464)
Li (2.2529, -0.3841, 1.3438)
H (-0.7547, 1.7046, -0.5703)

Forces on the atoms, in the same order (eV/Å):
O -0.244 0.523 1.585
C 0.187 0.787 -1.423
C -0.639 0.118 0.606
O 1.086 0.162 0.670
Sm -0.425 -0.281 -0.631
H -0.241 0.200 0.003
H 0.334 -0.346 -0.282
Li -0.105 -0.305 -0.101
H 0.047 -0.859 -0.425

Properties
- LUMO (alpha / beta) (eV) = -8.7 / -8.6
- HOMO level (alpha / beta) (eV) = -16.50 / -16.85
- charge = +2
- relative energy (zero: lowest compared OMol25 entry of this formula, charge and spin) (kcal per mole) = 0.0
- 2S+1 = 7

---

No. 2
C2H3Lu | ωB97M-V/def2-TZVPD

Positions of all 6 atoms, in Å:
C (0.2446, -0.4875, -0.3183)
H (0.0723, -1.3002, 0.4265)
C (-0.3729, 0.7006, -0.2551)
H (-0.1970, 1.3903, -1.0893)
H (1.2461, -0.6827, -0.7839)
Lu (-0.9930, 0.3795, 2.0201)

Forces on the atoms, in the same order (eV/Å):
C 1.571 0.171 1.775
H -0.281 -0.164 0.203
C -0.852 -0.420 1.599
H -0.215 0.371 0.678
H -1.263 -0.051 -0.456
Lu 1.039 0.092 -3.798

Properties
- LUMO (eV) = -12.6
- HOMO level (eV) = -19.18
- charge = +2
- relative energy (zero: lowest compared OMol25 entry of this formula, charge and spin) (kcal per mole) = 0.0
- 2S+1 = 1